[1]
{
  "formula": "C19H60N8O11",
  "method": "the ωB97M-V functional and the def2-TZVPD basis",
  "elements": ["C", "O", "H", "H", "H", "H", "C", "O", "H", "H", "H", "H", "C", "O", "H", "H", "H", "H", "C", "O", "N", "N", "H", "H", "H", "H", "C", "O", "N", "N", "H", "H", "H", "H", "C", "O", "N", "N", "H", "H", "H", "H", "C", "O", "N", "N", "H", "H", "H", "H", "C", "C", "C", "O", "H", "H", "H", "H", "H", "H", "H", "H", "C", "C", "C", "O", "H", "H", "H", "H", "H", "H", "H", "H", "C", "C", "C", "O", "H", "H", "H", "H", "H", "H", "H", "H", "C", "C", "C", "O", "H", "H", "H", "H", "H", "H", "H", "H"],
  "xyz": [[28.879, 21.648, -4.760], [28.646, 20.647, -3.707], [29.815, 21.433, -5.306], [28.836, 22.678, -4.426], [28.186, 21.396, -5.534], [28.763, 19.820, -4.132], [32.435, 15.115, -4.091], [31.212, 14.971, -4.843], [32.329, 14.469, -3.235], [32.720, 16.083, -3.745], [33.229, 14.619, -4.680], [31.260, 14.124, -5.156], [31.806, 18.427, -2.007], [30.843, 19.398, -1.829], [32.734, 18.962, -1.831], [31.790, 18.091, -3.051], [31.588, 17.538, -1.469], [30.018, 19.121, -2.175], [29.175, 17.102, -2.716], [29.625, 16.280, -1.670], [28.372, 18.061, -2.399], [29.429, 16.863, -3.970], [28.025, 18.160, -1.426], [27.633, 18.467, -3.098], [29.982, 16.054, -4.167], [29.238, 17.388, -4.873], [30.106, 17.675, 1.214], [31.260, 17.771, 1.917], [29.924, 16.416, 0.920], [28.922, 17.484, 1.742], [30.917, 16.051, 0.932], [29.696, 16.445, -0.086], [28.929, 18.243, 2.470], [28.133, 17.821, 1.053], [25.809, 18.240, -0.345], [27.040, 18.094, 0.196], [25.068, 17.263, -0.722], [25.389, 19.322, -0.849], [25.423, 16.351, -0.423], [24.195, 17.352, -1.305], [25.823, 20.209, -0.630], [24.442, 19.504, -0.987], [25.797, 19.577, -4.373], [25.589, 20.822, -3.919], [25.918, 19.254, -5.638], [25.865, 18.571, -3.593], [25.845, 20.117, -6.334], [26.113, 18.318, -5.931], [25.645, 18.780, -2.599], [25.837, 17.540, -3.852], [26.244, 22.403, -0.031], [27.311, 22.063, -1.066], [28.351, 23.152, -1.221], [27.912, 20.961, -0.970], [26.315, 23.492, 0.070], [26.400, 22.153, 0.996], [25.195, 22.225, -0.290], [26.834, 21.890, -2.025], [28.878, 23.256, -0.288], [28.067, 24.205, -1.411], [29.045, 22.862, -2.037], [28.335, 20.624, -1.752], [31.115, 18.729, -5.579], [29.999, 18.595, -6.640], [30.269, 17.430, -7.501], [28.803, 18.429, -6.210], [32.001, 19.100, -6.030], [31.453, 17.761, -5.297], [30.781, 19.298, -4.651], [30.030, 19.603, -7.192], [30.196, 16.469, -6.978], [31.361, 17.519, -7.747], [29.738, 17.385, -8.379], [28.305, 18.857, -6.860], [30.043, 11.440, -0.347], [30.704, 11.945, -1.565], [29.869, 13.068, -2.244], [31.863, 12.343, -1.275], [28.983, 11.271, -0.649], [30.039, 12.184, 0.462], [30.507, 10.556, -0.061], [30.871, 11.046, -2.122], [29.750, 13.850, -1.399], [28.866, 12.799, -2.536], [30.243, 13.651, -3.040], [32.388, 12.178, -2.093], [26.106, 15.250, -2.741], [26.411, 15.116, -4.223], [25.143, 14.826, -4.970], [26.740, 16.155, -4.799], [25.614, 14.323, -2.397], [25.396, 15.965, -2.657], [26.898, 15.614, -2.187], [27.234, 14.406, -4.283], [25.349, 14.643, -5.999], [24.397, 15.652, -4.894], [24.742, 13.849, -4.687], [27.653, 16.394, -4.507]],
  "e_homo_ev": -5.37,
  "lumo_ha": -0.0078,
  "de_lowest_ev": 18.992,
  "molar_mass_g_mol": 576.73,
  "gap_ev": 5.16
}

---

[2]
{
  "formula": "C19H60N8O11",
  "method": "the ωB97M-V functional and the def2-TZVPD basis",
  "elements": ["C", "O", "H", "H", "H", "H", "C", "O", "H", "H", "H", "H", "C", "O", "H", "H", "H", "H", "C", "O", "N", "N", "H", "H", "H", "H", "C", "O", "N", "N", "H", "H", "H", "H", "C", "O", "N", "N", "H", "H", "H", "H", "C", "O", "N", "N", "H", "H", "H", "H", "C", "C", "C", "O", "H", "H", "H", "H", "H", "H", "H", "H", "C", "C", "C", "O", "H", "H", "H", "H", "H", "H", "H", "H", "C", "C", "C", "O", "H", "H", "H", "H", "H", "H", "H", "H", "C", "C", "C", "O", "H", "H", "H", "H", "H", "H", "H", "H"],
  "xyz": [[-4.256, 0.698, -3.484], [-3.598, -0.315, -2.740], [-3.523, 1.263, -4.060], [-4.902, 1.323, -2.813], [-4.902, 0.267, -4.263], [-3.488, -0.047, -1.799], [0.839, 3.012, 3.006], [1.395, 1.759, 2.732], [0.994, 3.250, 4.064], [-0.195, 2.766, 2.807], [1.130, 3.894, 2.376], [1.657, 1.451, 3.616], [-0.756, -3.274, 0.654], [-0.302, -3.051, 1.961], [-1.778, -3.236, 0.864], [-0.439, -4.240, 0.348], [-0.379, -2.428, 0.005], [-0.538, -2.186, 2.235], [2.031, -3.891, -1.940], [0.700, -3.639, -2.182], [2.761, -3.130, -1.123], [2.618, -4.916, -2.423], [2.486, -2.205, -0.803], [3.768, -3.411, -1.004], [2.044, -5.182, -3.272], [3.618, -4.933, -2.538], [-3.292, 0.832, 0.847], [-2.378, 1.626, 1.446], [-4.601, 0.888, 1.085], [-2.952, -0.127, 0.030], [-4.878, 1.748, 1.585], [-5.312, 0.332, 0.633], [-1.996, -0.050, -0.412], [-3.454, -0.940, -0.097], [0.362, 0.032, -0.410], [1.448, -0.769, -0.521], [-0.669, 0.103, -1.259], [0.107, 0.809, 0.621], [-0.675, -0.566, -2.109], [-0.756, 1.041, -1.651], [0.785, 1.032, 1.389], [-0.804, 1.262, 0.814], [-0.628, -1.454, -4.360], [-1.372, -0.603, -5.138], [0.251, -2.203, -4.801], [-0.916, -1.683, -3.094], [0.734, -2.010, -5.733], [0.724, -2.813, -4.195], [-1.922, -1.423, -2.803], [-0.458, -2.364, -2.514], [-2.435, 3.007, -1.575], [-1.609, 3.005, -2.898], [-0.924, 4.349, -2.974], [-0.754, 2.092, -2.955], [-3.217, 3.755, -1.564], [-1.713, 2.996, -0.734], [-2.953, 2.104, -1.545], [-2.290, 2.982, -3.721], [-0.320, 4.399, -3.838], [-0.271, 4.436, -2.141], [-1.557, 5.245, -2.965], [-0.347, 2.094, -3.838], [2.704, -1.419, 2.267], [3.958, -2.272, 2.466], [3.848, -3.195, 3.684], [4.205, -2.996, 1.478], [2.045, -2.038, 1.639], [2.883, -0.471, 1.737], [2.235, -1.306, 3.265], [4.752, -1.569, 2.663], [3.143, -3.892, 3.400], [3.510, -2.642, 4.495], [4.809, -3.657, 3.915], [3.414, -3.621, 1.366], [-1.152, 0.729, 4.695], [-0.963, -0.634, 4.077], [-2.324, -1.269, 3.828], [-0.451, -0.584, 2.973], [-1.675, 1.406, 4.033], [-0.219, 1.237, 4.938], [-1.758, 0.576, 5.624], [-0.435, -1.225, 4.773], [-2.856, -0.756, 3.067], [-2.988, -1.204, 4.685], [-2.283, -2.306, 3.414], [-0.710, 0.139, 2.496], [3.417, 2.173, 0.091], [2.389, 3.018, -0.670], [2.156, 2.485, -2.087], [1.311, 3.142, -0.096], [3.632, 2.660, 1.039], [4.283, 2.034, -0.506], [3.013, 1.211, 0.356], [2.753, 4.030, -0.748], [1.752, 1.489, -2.136], [3.144, 2.458, -2.548], [1.532, 3.236, -2.639], [0.982, 2.271, 0.144]],
  "e_homo_ev": -8.81,
  "lumo_ha": 0.0152,
  "de_lowest_ev": 9.822,
  "molar_mass_g_mol": 576.73,
  "gap_ev": 9.22,
  "smiles": "NC(N)=O.NC(N)=O.NC(N)=O.NC(N)=O.CC(C)O.CC(C)O.CC(C)O.CC(C)O.CO.CO.CO"
}

---

[3]
{
  "formula": "C19H61N15O10",
  "method": "the ωB97M-V functional and the def2-TZVPD basis",
  "elements": ["C", "O", "H", "H", "H", "H", "C", "O", "N", "N", "H", "H", "H", "H", "C", "O", "N", "N", "H", "H", "H", "H", "C", "O", "N", "N", "H", "H", "H", "H", "C", "O", "N", "N", "H", "H", "H", "H", "C", "O", "N", "N", "H", "H", "H", "H", "C", "O", "N", "N", "H", "H", "H", "H", "C", "C", "C", "O", "C", "N", "H", "H", "H", "H", "H", "H", "H", "H", "H", "H", "H", "C", "C", "C", "O", "C", "N", "H", "H", "H", "H", "H", "H", "H", "H", "H", "H", "H", "C", "C", "C", "O", "C", "N", "H", "H", "H", "H", "H", "H", "H", "H", "H", "H", "H"],
  "xyz": [[-5.720, -1.350, 1.061], [-4.324, -1.700, 0.995], [-5.789, -0.521, 1.773], [-6.057, -1.025, 0.082], [-6.309, -2.202, 1.395], [-4.077, -2.048, 1.856], [-4.326, 3.528, 1.280], [-3.109, 3.492, 1.240], [-5.062, 2.410, 0.922], [-5.063, 4.679, 1.385], [-4.566, 1.554, 1.120], [-6.043, 2.379, 1.154], [-4.718, 5.496, 1.852], [-6.061, 4.559, 1.344], [4.842, -2.087, -0.827], [4.670, -3.190, -1.306], [3.894, -1.099, -0.810], [5.933, -1.753, -0.078], [4.064, -0.236, -0.329], [3.048, -1.290, -1.318], [5.955, -0.879, 0.430], [6.611, -2.441, 0.189], [-1.769, 1.211, 5.242], [-2.100, 1.455, 6.393], [-1.787, -0.070, 4.721], [-1.291, 2.147, 4.382], [-1.141, -0.229, 3.966], [-2.068, -0.803, 5.342], [-0.965, 1.952, 3.429], [-1.272, 3.104, 4.681], [1.649, -2.706, 2.381], [1.223, -1.632, 2.773], [2.020, -2.950, 1.084], [1.868, -3.751, 3.244], [2.284, -2.165, 0.513], [2.434, -3.845, 0.893], [1.580, -3.607, 4.194], [2.361, -4.582, 2.983], [-4.683, -1.773, -2.751], [-4.973, -2.916, -2.412], [-4.851, -1.330, -4.040], [-4.086, -0.904, -1.887], [-4.904, -0.334, -4.158], [-5.283, -1.958, -4.690], [-3.895, -1.227, -0.949], [-3.992, 0.069, -2.116], [-2.296, 4.525, -1.863], [-3.096, 3.937, -2.563], [-1.060, 3.989, -1.577], [-2.526, 5.753, -1.301], [-0.938, 3.110, -2.038], [-0.426, 4.449, -0.954], [-3.393, 6.242, -1.397], [-1.883, 6.033, -0.580], [3.646, 2.453, -0.502], [5.161, 2.293, -0.370], [5.776, 3.681, -0.136], [7.082, 3.655, 0.397], [7.174, 3.996, 1.755], [5.576, 1.330, 0.712], [3.325, 2.765, 0.502], [3.199, 1.470, -0.622], [3.329, 3.206, -1.215], [5.568, 1.861, -1.289], [5.092, 4.262, 0.502], [5.803, 4.272, -1.057], [6.629, 3.310, 2.418], [6.827, 5.007, 1.992], [8.217, 3.909, 2.061], [6.542, 1.657, 0.741], [5.115, 1.571, 1.586], [-0.190, -5.993, -0.679], [0.149, -5.302, -2.003], [-0.871, -4.239, -2.303], [-0.683, -3.727, -3.613], [-1.726, -2.854, -3.955], [1.483, -4.649, -1.942], [-1.122, -6.558, -0.818], [-0.449, -5.260, 0.090], [0.600, -6.666, -0.358], [0.276, -6.058, -2.778], [-0.802, -3.392, -1.610], [-1.875, -4.680, -2.247], [-1.734, -1.906, -3.404], [-2.707, -3.330, -3.832], [-1.628, -2.641, -5.022], [1.596, -4.168, -1.055], [2.208, -5.361, -1.918], [-1.676, -0.173, 0.831], [-0.423, 0.701, 0.844], [0.195, 0.864, -0.517], [0.488, -0.394, -1.072], [0.922, -0.285, -2.417], [-0.663, 1.992, 1.536], [-2.320, 0.227, 0.035], [-2.110, -0.272, 1.821], [-1.413, -1.175, 0.492], [0.173, 0.138, 1.575], [1.068, 1.528, -0.531], [-0.567, 1.414, -1.097], [1.387, -1.234, -2.701], [1.609, 0.551, -2.559], [0.067, -0.243, -3.104], [-1.656, 2.189, 1.377], [-0.200, 2.787, 1.108]],
  "e_homo_ev": -8.68,
  "lumo_ha": 0.0081,
  "de_lowest_ev": 0.645,
  "molar_mass_g_mol": 659.79,
  "gap_ev": 8.90,
  "smiles": "COC[C@H](C)N.COC[C@H](C)N.COC[C@H](C)N.NC(N)=O.NC(N)=O.NC(N)=O.NC(N)=O.NC(N)=O.NC(N)=O.CO"
}

---

[4]
{
  "formula": "C19H64N6O13",
  "method": "the ωB97M-V functional and the def2-TZVPD basis",
  "elements": ["C", "O", "H", "H", "H", "H", "C", "O", "H", "H", "H", "H", "C", "O", "H", "H", "H", "H", "C", "O", "H", "H", "H", "H", "C", "O", "H", "H", "H", "H", "C", "O", "H", "H", "H", "H", "C", "O", "H", "H", "H", "H", "C", "O", "N", "N", "H", "H", "H", "H", "C", "O", "N", "N", "H", "H", "H", "H", "C", "O", "N", "N", "H", "H", "H", "H", "C", "C", "C", "O", "H", "H", "H", "H", "H", "H", "H", "H", "C", "C", "C", "O", "H", "H", "H", "H", "H", "H", "H", "H", "C", "C", "C", "O", "H", "H", "H", "H", "H", "H", "H", "H"],
  "xyz": [[1.664, 3.156, -2.356], [0.651, 3.578, -3.193], [1.783, 2.151, -2.761], [2.561, 3.731, -2.590], [1.496, 3.193, -1.280], [1.140, 3.938, -3.936], [-6.186, -1.649, -0.054], [-6.411, -1.560, -1.463], [-6.394, -2.619, 0.396], [-5.154, -1.353, 0.133], [-6.807, -0.903, 0.441], [-6.821, -2.386, -1.730], [0.237, 4.613, 1.313], [-1.072, 4.927, 1.264], [0.467, 3.552, 1.419], [0.690, 5.061, 0.429], [0.624, 5.109, 2.203], [-1.276, 5.092, 0.341], [-0.240, -4.937, -1.718], [-0.832, -4.050, -0.784], [0.634, -4.385, -2.064], [0.110, -5.853, -1.243], [-0.929, -5.147, -2.535], [-0.173, -3.445, -0.434], [-2.859, -1.349, -1.953], [-1.693, -1.903, -2.577], [-3.149, -1.823, -1.016], [-2.467, -0.348, -1.778], [-3.701, -1.323, -2.646], [-1.711, -2.820, -2.294], [-4.434, -1.973, 4.041], [-4.206, -2.848, 2.960], [-3.582, -1.393, 4.394], [-5.307, -1.374, 3.780], [-4.823, -2.532, 4.892], [-3.373, -3.271, 3.181], [-3.393, 2.584, 2.796], [-2.734, 3.583, 3.497], [-3.175, 2.365, 1.751], [-3.229, 1.588, 3.207], [-4.437, 2.870, 2.662], [-2.340, 4.274, 2.959], [-2.304, 1.771, -3.998], [-3.436, 1.452, -4.272], [-1.278, 1.008, -3.763], [-1.988, 2.981, -3.951], [-0.436, 1.532, -3.570], [-1.430, 0.017, -3.635], [-2.791, 3.593, -3.929], [-1.090, 3.331, -3.651], [1.977, -1.893, -3.248], [1.975, -1.758, -2.068], [0.952, -1.911, -4.049], [3.080, -2.188, -3.871], [0.070, -1.776, -3.576], [0.942, -1.951, -5.058], [3.807, -2.329, -3.185], [3.219, -2.296, -4.865], [1.718, 2.550, 4.500], [2.134, 3.357, 5.267], [2.217, 2.292, 3.376], [0.592, 2.043, 4.610], [1.939, 1.463, 2.872], [3.156, 2.658, 3.323], [0.055, 1.934, 5.458], [0.331, 1.425, 3.854], [4.821, 2.271, -0.680], [5.235, 0.892, -0.292], [4.591, -0.073, -1.220], [6.558, 0.683, -0.627], [3.865, 2.717, -0.404], [4.929, 2.360, -1.761], [5.374, 3.064, -0.176], [5.010, 0.749, 0.765], [4.797, 0.051, -2.283], [3.503, -0.075, -1.148], [4.972, -1.034, -0.873], [7.104, 1.051, 0.071], [0.138, 1.046, 0.059], [-0.690, 0.785, 1.370], [-1.857, -0.291, 1.242], [0.175, 0.275, 2.447], [0.734, 0.173, -0.208], [0.893, 1.833, 0.074], [-0.462, 1.180, -0.841], [-1.020, 1.762, 1.721], [-1.462, -1.152, 0.702], [-2.651, 0.049, 0.576], [-2.286, -0.645, 2.179], [0.598, -0.497, 2.065], [1.459, -3.440, 2.644], [2.082, -2.766, 1.418], [2.980, -3.680, 0.576], [0.955, -2.323, 0.583], [2.191, -3.954, 3.267], [0.734, -4.195, 2.342], [0.911, -2.775, 3.312], [2.660, -1.920, 1.789], [3.720, -4.017, 1.302], [3.336, -3.074, -0.256], [2.309, -4.493, 0.299], [1.238, -1.962, -0.260]],
  "e_homo_ev": [0.19, -6.77],
  "multiplicity": 2,
  "total_charge": -1,
  "lumo_ha": [0.0714, 0.0709],
  "s_squared": 0.75,
  "molar_mass_g_mol": 584.75,
  "gap_ev": [1.76, 8.70]
}

---

- What is the formula in the second record?
  C19H60N8O11